8
Properties=species:S:1:pos:R:3:lowdin_charge:R:1 method="wB97M-V/def2-TZVPD" total_energy_ha=-582.4156 homo_energy_ev=-9.58 relative_energy_kcal_mol=31.5
Si -1.18 -0.16 0.16 0.42
Si 1.14 -0.05 0.07 0.35
H -1.83 0.88 0.68 -0.22
H -1.74 -1.28 0.78 -0.17
H -1.86 0.58 -1.88 0.00
H 1.63 1.27 0.46 -0.14
H 1.81 -0.33 -1.25 -0.12
H 2.02 -0.90 0.98 -0.12


13
Properties=species:S:1:pos:R:3:lowdin_charge:R:1 method="wB97M-V/def2-TZVPD" total_energy_ha=-926.3677 homo_energy_ev=-7.88 relative_energy_kcal_mol=46.5
N -1.25 -1.63 -0.17 -0.21
N -1.42 1.53 -0.06 -0.37
N 2.10 0.86 0.30 -0.21
O 1.39 -1.47 0.44 -0.40
P -0.79 0.41 1.01 0.76
P 0.88 -0.22 -0.34 0.51
H -1.97 -1.82 0.46 -0.09
H -1.39 -1.32 -1.12 -0.06
H -2.44 1.81 -0.17 0.07
H -0.95 1.86 -0.88 -0.01
H 2.29 1.67 -0.16 -0.04
H 2.90 0.38 0.65 0.01
H 0.63 -2.06 0.04 0.03


10
Properties=species:S:1:pos:R:3:lowdin_charge:R:1 method="wB97M-V/def2-TZVPD" total_energy_ha=-229.6568 charge=+1 homo_energy_ev=-17.63 relative_energy_kcal_mol=3.2
O 0.94 -1.26 1.18 0.02
H 1.63 -1.88 0.92 0.11
H 0.95 -1.19 2.14 0.10
O -1.36 0.58 -1.47 0.04
H -2.04 -0.04 -1.14 0.12
H -1.25 0.33 -2.39 0.11
O 0.54 1.00 0.06 0.19
H -0.26 0.74 -0.57 0.07
H 0.12 1.60 0.70 0.17
H 0.73 0.12 0.56 0.08


11
Properties=species:S:1:pos:R:3:lowdin_charge:R:1 method="wB97M-V/def2-TZVPD" total_energy_ha=-628.1609 charge=-1 homo_energy_ev=-3.56 relative_energy_kcal_mol=11.5
S 0.72 0.93 -0.24 -0.06
H 0.19 1.01 -1.45 -0.41
H 0.89 -1.36 1.91 0.00
H -0.36 -0.85 1.35 -0.06
O -0.04 -1.58 1.90 -0.13
H -1.39 2.26 0.60 -0.07
H -2.34 2.46 1.77 0.01
O -2.33 2.21 0.85 -0.12
H 2.06 -1.76 -2.81 0.02
H 1.12 -1.24 -1.77 -0.06
O 1.49 -2.08 -2.10 -0.11